No. 1
Entry from the Open Molecules 2025 dataset: a molecular structure, C8H11OPd (ωB97M-V/def2-TZVPD).

Output
Gap between HOMO and LUMO (spin up / spin down), eV: 5.336 / 6.672
Expectation value of S²: 2.0086
Charge: -1
Largest force on an atom, eV Å⁻¹: 0.89
Spin multiplicity: 3

Cartesian coordinates (Å):
Pd 0.30 -0.35 -0.08
C 1.67 1.72 0.71
C 2.20 1.26 -0.52
C 2.63 -0.07 -0.33
C 2.40 -0.42 1.03
C 1.82 0.69 1.67
H 1.30 2.72 0.90
H 2.33 1.86 -1.41
H 3.23 -0.64 -1.03
H 2.77 -1.31 1.53
H 1.62 0.78 2.73
C -1.98 -2.43 -0.61
O -2.58 -1.19 -0.80
C -1.74 -0.11 -0.36
C -2.50 1.19 -0.43
H -2.33 -2.92 0.31
H -0.86 -2.29 -0.54
H -2.21 -3.09 -1.46
H -3.37 1.09 -1.08
H -1.86 1.99 -0.82
H -2.86 1.52 0.56

***

No. 2
Entry from the Open Molecules 2025 dataset: 2 unconnected molecules or ions with the total composition C6H10Cl4INP at a distorted geometry (ωB97M-V/def2-TZVPD).

Output
Gap between HOMO and LUMO, eV: 8.628
Charge: +1
Largest force on an atom, eV Å⁻¹: 1.30

Cartesian coordinates (Å):
C 3.08 0.77 2.01
C 2.32 1.23 1.21
P 1.23 1.47 -0.14
N 1.03 0.03 -0.97
C -0.39 2.08 0.48
C -1.53 1.11 0.08
C -2.83 1.38 0.87
I -3.20 -0.23 2.28
H 3.60 0.31 2.81
H 1.82 2.41 -1.02
H 1.82 -0.09 -1.61
H 0.21 0.07 -1.57
H -0.53 3.04 -0.01
H -0.35 2.23 1.56
H -1.24 0.07 0.26
H -1.71 1.26 -0.99
H -3.67 1.34 0.19
H -2.80 2.29 1.46
C 0.63 -4.15 -1.38
Cl 1.63 -4.82 -0.09
Cl -0.19 -5.46 -2.23
Cl -0.57 -3.05 -0.69
Cl 1.65 -3.26 -2.52

***

No. 3
Entry from the Open Molecules 2025 dataset: a gas-phase ion, C3H8N3S (charge +1) at a distorted geometry (ωB97M-V/def2-TZVPD).

Output
Gap between HOMO and LUMO, eV: 10.313
Energy relative to the best compared isomer or geometry (same formula, charge and spin), kJ/mol: 345.6
Charge: +1
Largest force on an atom, eV Å⁻¹: 4.82
SMILES: C[N@@H+]1CN(S)C=N1

Cartesian coordinates (Å):
C 0.84 -0.39 -1.03
N 0.74 0.44 0.18
C -0.36 -0.16 1.07
N -1.61 0.50 0.76
S -2.44 -0.39 -0.57
C -0.95 1.80 -0.01
N 0.25 1.66 -0.19
H 0.41 -1.34 -0.80
H 0.24 0.10 -1.74
H 1.87 -0.56 -1.35
H 1.62 0.62 0.76
H -0.18 -0.01 2.21
H -0.52 -1.26 0.92
H -3.68 -0.70 0.12
H -1.44 2.73 -0.25

***

No. 4
Entry from the Open Molecules 2025 dataset: a single C4H7NO molecule (ωB97M-V/def2-TZVPD).

Output
Gap between HOMO and LUMO, eV: 10.396
Energy relative to the best compared isomer or geometry (same formula, charge and spin), kJ/mol: 251.0
Largest force on an atom, eV Å⁻¹: 0.99
SMILES: O=CCN1CC1

Cartesian coordinates (Å):
O -2.69 -0.48 1.30
C -1.81 -0.33 0.49
C -0.61 0.56 0.77
N 0.35 0.70 -0.31
C 0.72 -0.42 -1.16
C 1.69 0.16 -0.20
H -1.81 -0.82 -0.51
H -0.14 0.18 1.70
H -1.01 1.55 0.99
H 0.78 -0.18 -2.22
H 0.34 -1.42 -0.93
H 1.91 -0.44 0.69
H 2.51 0.78 -0.55

***

No. 5
Entry from the Open Molecules 2025 dataset: 2 unconnected molecules or ions with the total composition C4H8N2 (ωB97M-V/def2-TZVPD).

Output
Gap between HOMO and LUMO, eV: 9.822
Energy relative to the best compared isomer or geometry (same formula, charge and spin), kJ/mol: 274.8
Largest force on an atom, eV Å⁻¹: 0.90
SMILES: C=C=N.C=NC

Cartesian coordinates (Å):
C 1.71 -0.96 -1.42
C 1.80 0.01 -0.55
N 1.74 1.01 0.15
H 1.59 -0.64 -2.45
H 1.72 -2.01 -1.16
H 0.73 1.20 0.12
C -1.11 1.44 0.91
N -1.09 0.60 -0.04
C -1.19 -0.80 0.37
H -1.07 2.50 0.69
H -1.12 1.14 1.97
H -0.34 -1.15 0.97
H -1.26 -1.43 -0.52
H -2.10 -0.89 0.96

***

No. 6
Entry from the Open Molecules 2025 dataset: a single C10H11NO2S molecule at a distorted geometry (ωB97M-V/def2-TZVPD).

Output
Gap between HOMO and LUMO, eV: 9.515
Energy relative to the best compared isomer or geometry (same formula, charge and spin), kJ/mol: 79.2
Largest force on an atom, eV Å⁻¹: 3.04
SMILES: C=C(/N=C/C)S(=O)(=O)c1ccccc1

Cartesian coordinates (Å):
C 1.06 -0.39 2.37
C 1.42 -0.30 1.10
N 2.40 0.35 0.48
C 3.17 -0.11 -0.41
C 4.15 0.77 -1.09
S 0.18 -1.20 -0.21
O -0.03 -2.54 0.25
O 0.77 -1.02 -1.52
C -1.42 -0.36 -0.18
C -2.27 -0.55 0.89
C -3.51 0.07 0.87
C -3.89 0.83 -0.22
C -3.03 1.00 -1.29
C -1.78 0.41 -1.27
H 0.18 -0.93 2.65
H 1.67 0.02 3.15
H 3.18 -1.16 -0.70
H 4.02 0.69 -2.17
H 5.16 0.44 -0.85
H 4.02 1.81 -0.78
H -1.97 -1.19 1.70
H -4.19 -0.06 1.70
H -4.87 1.29 -0.24
H -3.34 1.59 -2.15
H -1.08 0.52 -2.09

***

No. 7
Entry from the Open Molecules 2025 dataset: a molecular structure, C4H10BCrF3N2O8 at a distorted geometry (ωB97M-V/def2-TZVPD).

Output
Gap between HOMO and LUMO (spin up / spin down), eV: 8.355 / 9.455
Expectation value of S²: 3.7771
Energy relative to the best compared isomer or geometry (same formula, charge and spin), kJ/mol: 0.0
Charge: -1
Largest force on an atom, eV Å⁻¹: 2.32
Spin multiplicity: 4

Cartesian coordinates (Å):
Cr 1.13 -0.36 0.34
N 0.79 -2.25 -2.42
O 0.85 -1.54 -1.33
O -0.18 -2.08 -3.15
O 1.69 -3.06 -2.62
N 1.66 2.14 -0.29
O 1.87 3.26 -0.68
O 1.32 1.77 0.89
O 1.66 1.14 -1.06
C -1.23 -0.44 1.54
O -0.98 -0.04 0.20
O -0.02 -0.93 1.93
C -1.88 0.62 2.49
F -3.24 0.57 2.41
F -1.56 0.27 3.78
F -1.48 1.89 2.32
C -2.07 0.40 -0.59
C -1.57 1.03 -1.88
H -2.45 1.14 -2.52
H -1.12 2.00 -1.66
H -0.80 0.54 -2.48
H -2.62 1.22 -0.11
H -2.78 -0.40 -0.81
H -2.02 -1.21 1.50
B 3.01 -1.13 0.85
H 3.33 -0.65 -0.16
H 3.87 -1.66 1.40
H 2.60 -0.28 1.48
H 2.25 -1.95 0.64

***

No. 8
Entry from the Open Molecules 2025 dataset: a molecular structure, C19H28AsMoN2O9 (ωB97M-V/def2-TZVPD).

Output
Gap between HOMO and LUMO (spin up / spin down), eV: 8.586 / 8.703
Expectation value of S²: 2.0146
Energy relative to the best compared isomer or geometry (same formula, charge and spin), kJ/mol: 0.0
Charge: +1
Largest force on an atom, eV Å⁻¹: 0.15
Spin multiplicity: 3

Cartesian coordinates (Å):
Mo -0.14 -0.99 0.24
O -0.78 -1.90 -1.70
C -0.75 -3.36 -1.65
C 0.49 -3.73 -0.89
N 0.53 -3.13 0.47
C -0.40 -3.81 1.40
C -1.80 -3.24 1.21
O -2.80 -3.88 1.38
O -1.77 -1.96 0.87
C 1.92 -3.08 0.95
C 2.64 -1.94 0.23
O 3.82 -1.85 0.15
O 1.78 -1.07 -0.31
H -1.66 -1.61 -1.98
H -0.70 -3.73 -2.67
H -1.67 -3.72 -1.18
H 1.36 -3.36 -1.44
H 0.57 -4.82 -0.81
H -0.09 -3.60 2.42
H -0.40 -4.89 1.25
H 2.45 -4.02 0.79
H 1.92 -2.85 2.02
O -1.24 0.58 1.20
C -0.50 0.49 2.22
O 0.45 -0.36 2.13
C -0.71 1.31 3.42
C 0.23 1.27 4.45
C 0.04 2.05 5.57
C -1.08 2.85 5.63
C -2.03 2.90 4.63
C -1.84 2.12 3.50
N -1.28 3.70 6.83
O -2.27 4.40 6.85
O -0.44 3.62 7.71
H 1.10 0.63 4.36
H 0.75 2.05 6.39
H -2.89 3.55 4.74
H -2.56 2.12 2.70
C -0.27 3.62 0.15
C 0.84 2.67 -0.29
As 0.22 1.11 -1.30
C 1.58 0.83 -2.65
C 1.64 1.95 -3.69
C -1.37 1.63 -2.30
C -2.67 1.47 -1.53
H 0.16 4.45 0.71
H -1.00 3.12 0.80
H -0.80 4.04 -0.70
H 1.40 2.28 0.56
H 1.55 3.18 -0.94
H 1.36 -0.13 -3.11
H 2.52 0.71 -2.12
H 0.72 2.02 -4.26
H 2.45 1.75 -4.39
H 1.84 2.92 -3.23
H -1.36 1.00 -3.19
H -1.23 2.66 -2.64
H -2.82 0.45 -1.16
H -3.52 1.72 -2.16
H -2.70 2.12 -0.65